Run a
Molecular formula: C3H5O2S2
Method: DFT, wB97M-V/def2-TZVPD

The geometry in ORCA input format:
```
! wB97M-V def2-TZVPD RIJCOSX def2/J DEFGRID3
* xyz -1 1
C 2.39873 0.54183 0.02922
C -1.06503 0.32709 0.15401
C 1.80943 -0.14868 -1.07476
O 2.20207 -0.03473 1.21431
O 3.12572 1.49628 -0.08522
S 1.01249 -1.63670 -0.80047
S -0.11999 1.62436 -0.58175
H -0.45364 -0.69727 0.07066
H -1.95661 0.21183 -0.36279
H -1.30753 0.48382 1.18828
H 2.13040 0.11003 -2.08785
H 2.01823 -0.90438 1.07755
*
```

The value obtained for the HOMO-LUMO gap is 7.286 eV.

Mulliken population analysis, charges in e, atoms 1 to 8:
1. C 0.547
2. C -0.504
3. C -0.281
4. O -0.431
5. O -0.644
6. S -0.502
7. S -0.309
8. H 0.002

Run b
Molecular formula: C3H5O2S2
Method: DFT, wB97M-V/def2-TZVPD

The geometry in ORCA input format:
```
! wB97M-V def2-TZVPD RIJCOSX def2/J DEFGRID3
* xyz -1 1
C 0.57071 -0.09334 0.26977
C 0.94026 0.67334 1.62201
O 0.01357 0.85391 2.43360
O 2.14699 0.97429 1.69652
C -0.89049 -0.42547 0.20704
S -1.59843 -0.94459 -1.41885
S -0.20248 -0.52989 -2.86637
H 0.94948 0.58089 -0.49850
H 1.22298 -0.96902 0.32058
H -1.09395 -1.27226 0.85507
H -1.47336 0.42877 0.53818
H -0.58527 0.72337 -3.15904
*
```

The value obtained for the HOMO-LUMO gap is 7.100 eV. Its SMILES is O=C([O-])CCSS.

Mulliken population analysis, charges in e, atoms 1 to 8:
1. C -0.533
2. C 0.471
3. O -0.715
4. O -0.735
5. C -0.338
6. S -0.145
7. S -0.268
8. H 0.285

Energy above the most stable structure, in kJ/mol: run a 127.9; run b 0.0

Run a
Molecular formula: C3H8OS2
Method: DFT, wB97M-V/def2-TZVPD

The geometry in ORCA input format:
```
! wB97M-V def2-TZVPD RIJCOSX def2/J DEFGRID3
* xyz 0 1
C -0.04891 1.25079 2.91136
S 1.58075 1.65951 2.26334
S 2.51686 -0.38423 2.36252
H 0.05652 0.37510 3.54039
H -0.35037 2.14824 3.45086
H -0.76315 1.03010 2.03448
H 2.21665 -0.72513 1.02436
O 0.78888 -0.24471 -1.96760
C -0.38288 -0.35883 -1.94166
C -1.08155 -1.09979 -2.96201
H -0.88380 0.39526 -1.16938
H -2.16488 -1.15677 -2.84570
H -0.96421 -0.83248 -3.98344
H -0.51990 -2.05706 -2.71752
*
```

The value obtained for the HOMO-LUMO gap is 9.090 eV. Its SMILES is CC=O.CSS.

Mulliken population analysis, charges in e, atoms 1 to 8:
1. C -0.626
2. S -0.062
3. S -0.250
4. H 0.301
5. H 0.258
6. H 0.189
7. H 0.186
8. O -0.430

Run b
Molecular formula: C3H8OS2
Method: DFT, wB97M-V/def2-TZVPD

The geometry in ORCA input format:
```
! wB97M-V def2-TZVPD RIJCOSX def2/J DEFGRID3
* xyz 0 1
C 4.45703 -0.07680 2.86482
S 4.48174 0.61173 1.17379
S 2.74983 -0.37507 0.24604
H 3.95596 -1.04688 2.98485
H 3.92561 0.56517 3.58724
H 5.53512 -0.14198 3.05310
H 3.37959 -0.74964 -0.87751
O -3.37990 1.51966 -0.77739
C -3.46997 0.47482 -1.37612
C -4.50477 -0.05430 -2.28018
H -2.56778 -0.16140 -1.15500
H -5.22451 0.71144 -2.58117
H -5.22497 -0.65875 -1.72962
H -4.11298 -0.61802 -3.13286
*
```

The value obtained for the HOMO-LUMO gap is 8.805 eV. Its SMILES is CC=O.CSS.

Mulliken population analysis, charges in e, atoms 1 to 8:
1. C -0.732
2. S -0.056
3. S -0.208
4. H 0.303
5. H 0.290
6. H 0.248
7. H 0.156
8. O -0.465

Run c
Molecular formula: C3H8OS2
Method: DFT, wB97M-V/def2-TZVPD

The geometry in ORCA input format:
```
! wB97M-V def2-TZVPD RIJCOSX def2/J DEFGRID3
* xyz 0 1
C -2.29017 0.83603 1.43492
C 1.07830 -0.33305 -1.26977
C 0.62567 -0.15723 0.17123
O -1.78488 -0.66012 -0.64021
S 2.78050 -0.70071 -1.21802
S -1.25097 0.38215 0.21286
H -2.33783 -0.05243 2.13538
H -1.80992 1.72558 1.90915
H 1.07506 0.55072 -1.84840
H 0.51233 -1.03659 -1.84194
H 1.15370 0.60916 0.76530
H 0.64225 -1.18472 0.74853
H 2.78773 -1.49820 0.01903
H -1.18177 1.51941 -0.57804
*
```

The value obtained for the HOMO-LUMO gap is 9.175 eV. Its SMILES is C=[S@H](=O)CCS.

Mulliken population analysis, charges in e, atoms 1 to 8:
1. C -0.786
2. C -0.401
3. C -0.823
4. O -0.604
5. S -0.261
6. S 0.530
7. H 0.249
8. H 0.281

Energy above the most stable structure, in kJ/mol: run a 42.8; run b 0.0; run c 306.1

Run a
Molecular formula: C4H5BrN2
Method: DFT, wB97M-V/def2-TZVPD

The geometry in ORCA input format:
```
! wB97M-V def2-TZVPD RIJCOSX def2/J DEFGRID3
* xyz 0 1
C -0.58199 0.51451 -1.93684
C -1.25674 -0.57792 -1.36303
C 0.23345 0.89668 -0.91698
C 0.63074 0.09337 1.47005
N -0.87189 -0.77761 -0.12781
N 0.10332 0.11468 0.15480
Br 1.60226 2.33012 -1.04504
H -0.55155 0.63528 -3.03313
H -1.94669 -1.13113 -1.83990
H 0.04720 -0.75109 1.88306
H 1.73122 0.02851 1.28293
H 0.49954 1.10019 1.93506
*
```

The value obtained for the HOMO-LUMO gap is 9.995 eV. Its SMILES is Cn1nccc1Br.

Mulliken population analysis, charges in e, atoms 1 to 8:
1. C -0.255
2. C -0.315
3. C 0.020
4. C -0.821
5. N -0.856
6. N 0.660
7. Br -0.195
8. H 0.321

Run b
Molecular formula: C4H5BrN2
Method: DFT, wB97M-V/def2-TZVPD

The geometry in ORCA input format:
```
! wB97M-V def2-TZVPD RIJCOSX def2/J DEFGRID3
* xyz 0 1
C 0.71795 1.97016 0.02354
C -0.66616 1.87056 -0.01960
C 1.12316 0.66642 0.06894
C 0.14098 -1.55257 0.05201
N -1.04618 0.59069 -0.00339
N 0.03473 -0.13102 0.00874
Br 2.86785 -0.00230 -0.02035
H 1.28649 2.81193 0.06322
H -1.32289 2.62816 -0.05353
H -0.29015 -2.01810 0.95396
H -0.55495 -1.82694 -0.80074
H 1.16596 -1.95856 -0.06552
*
```

The value obtained for the HOMO-LUMO gap is 9.792 eV. Its SMILES is Cn1nccc1Br.

Mulliken population analysis, charges in e, atoms 1 to 8:
1. C -0.491
2. C -0.371
3. C 0.254
4. C -0.669
5. N -1.098
6. N 0.809
7. Br -0.200
8. H 0.476

Energy above the most stable structure, in kJ/mol: run a 24.1; run b 0.0

Run a
Molecular formula: C23H29N3O3
Method: DFT, wB97M-V/def2-TZVPD

The geometry in ORCA input format:
```
! wB97M-V def2-TZVPD RIJCOSX def2/J DEFGRID3
* xyz 0 1
C 1.51767 2.76949 7.08979
C 1.74843 1.96524 5.84732
C 2.45118 2.50398 4.77955
C 2.68330 1.78759 3.61988
C 2.20153 0.48978 3.51660
C 1.49375 -0.06014 4.58109
C 1.26184 0.65819 5.74224
C 0.49879 0.03529 6.87096
H 1.10959 0.00158 7.77239
H -0.39273 0.61868 7.09842
H 0.19493 -0.97791 6.62115
H 1.11922 -1.07188 4.49949
N 2.39223 -0.30435 2.37851
C 3.06772 -0.01055 1.23841
O 3.61956 1.02253 0.95799
O 3.01652 -1.09282 0.41956
C 3.68811 -0.96911 -0.83016
H 3.74182 -1.98477 -1.22362
C 2.94501 -0.06536 -1.81969
N 1.60261 -0.53907 -2.08375
C 1.44295 -1.47938 -3.04503
O 2.38803 -1.91435 -3.67765
C 0.02261 -1.93640 -3.30744
H -0.41479 -2.36507 -2.40482
H 0.08609 -2.71748 -4.06621
C -0.88429 -0.81468 -3.81979
N -1.46917 -0.03637 -2.74182
C -0.49428 0.79482 -2.06642
C 0.51469 -0.04362 -1.27336
H 0.94497 0.58093 -0.48922
H -0.01772 -0.87127 -0.79380
H -1.03254 1.43244 -1.36030
H 0.05555 1.44783 -2.76862
C -2.61197 0.73234 -3.21332
C -3.74773 -0.17173 -3.61190
C -4.44107 0.02276 -4.79785
C -5.49360 -0.80905 -5.14080
C -5.85845 -1.84825 -4.30332
C -5.16836 -2.05107 -3.11920
C -4.12227 -1.21595 -2.77448
H -3.57543 -1.36766 -1.85645
H -5.44962 -2.86182 -2.46293
H -6.67717 -2.49911 -4.57257
H -6.02655 -0.64665 -6.06624
H -4.15694 0.83041 -5.45802
H -2.34372 1.39353 -4.05633
H -2.94836 1.36771 -2.38667
H -1.71135 -1.26858 -4.37100
H -0.31872 -0.17568 -4.52201
H 2.90436 0.95424 -1.43406
H 3.50171 -0.08251 -2.76020
H 4.69398 -0.56998 -0.66640
H 2.01334 -1.24060 2.42144
H 3.23458 2.22412 2.80498
H 2.83114 3.51264 4.85339
H 0.45123 2.88601 7.28103
H 1.96161 3.75695 6.99559
H 1.95617 2.27416 7.95567
*
```

The value obtained for the HOMO-LUMO gap is 8.927 eV. Its SMILES is Cc1ccc(NC(=O)OCCN2CCN(Cc3ccccc3)CCC2=O)cc1C.

Mulliken population analysis, charges in e, atoms 1 to 8:
1. C -1.425
2. C 1.008
3. C -1.089
4. C -0.666
5. C 0.756
6. C -0.738
7. C 0.820
8. C -1.680

Run b
Molecular formula: C23H29N3O3
Method: DFT, wB97M-V/def2-TZVPD

The geometry in ORCA input format:
```
! wB97M-V def2-TZVPD RIJCOSX def2/J DEFGRID3
* xyz 0 1
C -2.02437 -1.56946 -2.83734
C -1.16016 -0.65955 -2.16257
H -1.51927 0.29184 -2.08632
H -0.16659 -0.64827 -2.79792
O -0.96722 -1.14968 -1.05585
C -0.16792 -0.14144 -0.21794
O 0.13117 1.11674 -0.54494
C 0.11600 -0.94305 1.20773
C 1.35957 -0.20537 1.81203
H 1.25784 0.94389 1.54222
H 1.45868 -0.20047 3.03173
C 2.75027 -0.90635 1.35386
N 2.30049 -1.38963 -0.03363
C 2.84569 -0.80618 -1.03322
O 2.28672 -1.36795 -2.19868
C 3.84392 0.46638 -1.18961
H 4.38281 0.20647 -1.99317
C 3.09080 1.73826 -1.59162
C 2.60441 1.45402 -2.84831
N 3.62007 1.38201 -3.86308
C 3.12711 1.09195 -5.21309
C 1.97769 1.42317 -5.48665
N 0.97059 1.61768 -4.50685
C 1.40916 1.87848 -3.30814
H 0.58377 1.69236 -2.55944
H 1.39698 1.17941 -6.43899
H 3.75373 1.02688 -5.99177
H 2.30466 1.74407 -0.78533
H 3.85312 2.58272 -1.51545
H 4.28922 0.54584 -0.19158
C 1.65430 -2.60629 0.18244
C 0.41144 -2.42227 1.03654
H -0.41833 -2.85894 0.81383
H 0.63022 -2.66917 1.99599
H 2.16766 -3.36772 0.33707
H 1.34835 -2.70722 -0.73034
H 2.84923 -1.75196 2.06144
H 3.54452 0.18715 1.49602
C -1.10398 -0.63615 2.10615
H -1.78793 -1.09062 1.59341
H -1.07116 -0.95882 3.10484
C -1.31779 1.02460 2.34115
C -2.81008 0.94349 2.95142
C -4.09539 0.97486 2.20073
C -5.16992 0.82957 2.90038
C -5.46878 0.95515 4.41850
C -4.26173 1.02500 5.08390
C -3.09911 1.01149 4.44932
H -1.99054 0.79337 5.05684
H -4.03382 0.98567 6.11192
H -6.26945 0.89901 4.88473
H -6.17502 0.85536 2.41381
H -4.10708 0.76418 1.38866
H -1.65921 1.48358 1.41225
H -0.85290 1.44291 3.02544
H -2.85265 -1.51467 -2.19966
H -1.62824 -2.68340 -2.96756
H -2.14154 -1.30292 -3.96530
*
```

The value obtained for the HOMO-LUMO gap is 8.707 eV.

Mulliken population analysis, charges in e, atoms 1 to 8:
1. C -1.542
2. C 0.247
3. H 0.503
4. H 0.022
5. O -0.234
6. C -0.187
7. O -0.767
8. C 2.869

Energy above the most stable structure, in kJ/mol: run a 0.0; run b 2000.9